Formula: C23H21O5PPd
Source: the OMol25 dataset
Level of theory: ωB97M-V/def2-TZVPD

Properties
Energy relative to the best compared isomer or geometry (same formula, charge and spin)   118.92 kJ/mol
Energy   -47197.524 eV
HOMO-LUMO gap   6.87 eV
HOMO level   -7.83 eV

Geometry (Å):
1 Pd -0.190 0.138 -0.018
2 O 3.748 -0.460 0.849
3 C 2.546 -0.363 0.949
4 O 1.745 -0.237 -0.076
5 C 1.907 -0.385 2.346
6 P 0.095 -0.430 2.251
7 C -0.528 0.003 3.890
8 C -0.273 -0.834 4.976
9 C -0.710 -0.472 6.238
10 C -1.406 0.718 6.421
11 C -1.665 1.549 5.343
12 C -1.226 1.192 4.075
13 C -0.339 -2.197 2.096
14 C -1.592 -2.630 2.522
15 C -1.995 -3.938 2.302
16 C -1.150 -4.827 1.654
17 C 0.101 -4.401 1.230
18 C 0.507 -3.093 1.445
19 H 2.205 0.535 2.854
20 H 2.305 -1.220 2.925
21 H 0.256 -1.768 4.831
22 H -0.511 -1.120 7.082
23 H -1.747 0.994 7.410
24 H -2.207 2.474 5.485
25 H -1.425 1.838 3.226
26 H -2.257 -1.944 3.035
27 H -2.971 -4.263 2.639
28 H -1.464 -5.847 1.481
29 H 0.768 -5.089 0.726
30 H 1.482 -2.778 1.095
31 C 0.059 7.049 -0.159
32 O -1.206 6.639 0.334
33 C -1.514 5.329 0.246
34 C -2.824 5.001 0.698
35 C -3.224 3.708 0.661
36 C -2.386 2.649 0.196
37 C -2.868 1.317 0.171
38 C -4.303 0.961 0.462
39 O -2.177 0.295 -0.112
40 C -1.059 2.993 -0.285
41 O -0.227 2.172 -0.770
42 C -0.666 4.367 -0.222
43 H 0.079 8.131 -0.069
44 H 0.181 6.764 -1.206
45 H 0.869 6.616 0.432
46 H -3.469 5.791 1.053
47 H -4.222 3.482 1.009
48 H -4.980 1.804 0.541
49 H -4.326 0.391 1.393
50 H -4.647 0.296 -0.329
51 H 0.331 4.587 -0.571

The natural (NBO) scheme yields these atomic charges, measured in e: 0.984, -0.607, 0.782, -0.710, -0.857, 0.941, -0.277, -0.216, -0.206, -0.191, -0.198, -0.221, -0.259, -0.233, -0.205, -0.210, -0.187, -0.245, 0.273, 0.260, 0.226, 0.222, 0.220, 0.221, 0.231, 0.215, 0.216, 0.217, 0.219, 0.228, -0.257, -0.482, 0.364, -0.325, -0.106, -0.366, 0.583, -0.689, -0.647, 0.479, -0.724, -0.390, 0.200, 0.185, 0.183, 0.226, 0.205, 0.218, 0.236, 0.246, 0.228

---

Formula: C23H22Cl2N
Source: the OMol25 dataset
Level of theory: ωB97M-V/def2-TZVPD

Properties
Charge   +1
Energy relative to the best compared isomer or geometry (same formula, charge and spin)   58.10 kJ/mol
Energy   -50734.646 eV
HOMO-LUMO gap   5.41 eV
HOMO level   -11.18 eV

Geometry (Å):
1 Cl -5.505 1.444 3.046
2 C -3.967 0.738 2.811
3 C -3.798 -0.636 3.047
4 C -2.532 -1.180 2.957
5 C -1.405 -0.404 2.557
6 C -0.135 -1.037 2.549
7 C 1.128 -0.424 2.701
8 C 2.275 -1.264 2.587
9 C 3.556 -0.747 2.601
10 C 3.729 0.645 2.730
11 Cl 5.301 1.309 2.656
12 C 2.625 1.491 2.943
13 C 1.343 0.956 2.996
14 C -1.631 0.961 2.209
15 C -2.881 1.538 2.407
16 H -4.650 -1.253 3.325
17 H -2.363 -2.222 3.239
18 H -0.131 -2.122 2.562
19 H 2.098 -2.335 2.468
20 H 4.423 -1.394 2.491
21 H 2.778 2.561 3.066
22 H 0.504 1.599 3.262
23 H -0.819 1.560 1.792
24 H -3.023 2.607 2.254
25 C -1.159 -5.435 2.304
26 C -1.016 -4.238 1.372
27 C -2.319 -3.769 0.754
28 N 0.114 -3.697 1.139
29 C 0.672 -3.415 -0.204
30 C 1.896 -4.251 -0.483
31 C 1.892 -5.248 -1.470
32 C 3.087 -5.891 -1.808
33 C 4.277 -5.568 -1.141
34 C 4.245 -4.661 -0.073
35 C 3.055 -4.006 0.254
36 H -2.055 -5.354 2.925
37 H -1.231 -6.356 1.709
38 H -0.283 -5.507 2.954
39 H -3.157 -3.936 1.440
40 H -2.253 -2.693 0.535
41 H -2.507 -4.304 -0.191
42 H -0.033 -3.527 -1.047
43 H 0.982 -2.356 -0.127
44 H 0.950 -5.488 -1.971
45 H 3.101 -6.640 -2.602
46 H 5.225 -6.019 -1.441
47 H 5.151 -4.451 0.497
48 H 3.021 -3.288 1.076

The natural (NBO) scheme yields these atomic charges, measured in e: 0.107, 0.036, -0.238, -0.093, -0.206, 0.111, -0.106, -0.092, -0.257, 0.056, 0.116, -0.252, -0.105, -0.054, -0.261, 0.253, 0.233, 0.258, 0.250, 0.255, 0.254, 0.233, 0.226, 0.253, -0.679, 0.400, -0.722, -0.556, -0.268, 0.059, -0.237, -0.197, -0.209, -0.191, -0.235, 0.212, 0.253, 0.240, 0.227, 0.221, 0.252, 0.196, 0.194, 0.215, 0.225, 0.226, 0.215, 0.188

---

Formula: C23H22ClF7IrN2O5Si
Source: the OMol25 dataset
Level of theory: ωB97M-V/def2-TZVPD

Properties
Spin multiplicity   5
Charge   -1
Energy   -79676.198 eV
HOMO-LUMO gap (alpha / beta)   6.84 / 7.40 eV
Expectation value of S²   6.023
HOMO level (alpha / beta)   -4.37 / -5.11 eV

Geometry (Å):
1 Ir 0.684 -0.283 0.101
2 C 0.108 -0.091 4.810
3 Si 0.036 0.666 3.085
4 C 1.644 1.575 2.791
5 C -1.386 1.889 2.975
6 N -0.132 -0.599 1.886
7 C -0.996 -1.676 2.048
8 C -2.062 -1.690 2.959
9 C -2.912 -2.778 3.087
10 C -2.734 -3.910 2.308
11 C -1.691 -3.933 1.391
12 C -0.863 -2.841 1.283
13 F 0.149 -2.905 0.383
14 H 0.749 0.515 5.455
15 H 0.533 -1.096 4.761
16 H -0.868 -0.168 5.292
17 H 1.582 2.605 3.153
18 H 1.885 1.621 1.727
19 H 2.473 1.078 3.300
20 H -1.481 2.479 3.891
21 H -2.339 1.387 2.791
22 H -1.215 2.581 2.147
23 H -2.243 -0.810 3.561
24 H -3.730 -2.730 3.795
25 H -3.397 -4.760 2.400
26 H -1.510 -4.784 0.747
27 Cl 3.193 -0.046 -2.422
28 C 2.058 0.744 -3.322
29 C 0.061 -1.777 -3.499
30 O -0.085 -1.564 -4.631
31 O 0.181 -2.026 -2.376
32 H 2.271 1.125 -4.303
33 H 1.101 0.947 -2.874
34 O 0.271 2.310 -0.304
35 C -0.871 1.950 -0.579
36 N -1.235 0.641 -0.636
37 C -2.589 0.539 -0.883
38 O -3.250 -0.470 -0.975
39 C -3.126 1.950 -1.024
40 C -4.400 2.414 -1.266
41 C -4.576 3.795 -1.338
42 C -3.504 4.666 -1.169
43 C -2.220 4.184 -0.918
44 C -2.062 2.817 -0.851
45 H -5.226 1.725 -1.390
46 H -5.562 4.200 -1.528
47 H -3.672 5.734 -1.234
48 H -1.378 4.851 -0.782
49 C 3.973 -2.271 -3.992
50 C 3.500 -1.664 -2.695
51 O 2.275 -0.270 -1.232
52 C 3.513 -2.698 -1.626
53 F 4.761 -3.289 -1.569
54 F 2.680 -3.739 -1.912
55 F 3.256 -2.352 -0.360
56 C 4.308 0.848 -1.515
57 F 5.425 1.380 -1.970
58 F 4.253 0.241 -3.738
59 F 4.148 1.074 -0.226
60 H 3.679 -3.319 -4.002
61 H 5.055 -2.211 -4.140
62 H 3.506 -1.780 -4.847

The natural (NBO) scheme yields these atomic charges, measured in e: 1.200, -1.134, 1.821, -1.134, -1.143, -1.095, 0.079, -0.246, -0.216, -0.246, -0.275, 0.420, -0.334, 0.229, 0.243, 0.227, 0.231, 0.259, 0.232, 0.227, 0.236, 0.242, 0.206, 0.203, 0.204, 0.220, 1.806, -0.833, 1.044, -0.540, -0.508, 0.217, 0.216, -0.633, 0.631, -0.738, 0.655, -0.574, -0.127, -0.178, -0.212, -0.212, -0.204, -0.066, 0.226, 0.207, 0.207, 0.226, -0.622, -0.528, -0.971, 0.963, -0.367, -0.348, -0.317, 0.416, -0.293, -0.553, -0.290, 0.223, 0.202, 0.221

---

Formula: C23H22ClNO2S
Source: the OMol25 dataset
Level of theory: ωB97M-V/def2-TZVPD

Properties
Energy   -53151.311 eV
HOMO-LUMO gap   8.93 eV
HOMO level   -8.62 eV

Geometry (Å):
1 O -1.866 -4.424 0.151
2 C -1.733 -3.217 -0.007
3 C -2.112 -2.169 1.071
4 C -1.071 -1.060 1.154
5 C -0.752 -0.549 -0.295
6 N 0.164 0.624 -0.295
7 C 1.488 0.531 0.326
8 C 2.605 0.360 -0.694
9 C 3.860 -0.032 0.094
10 C 4.846 0.849 0.459
11 C 5.963 0.426 1.195
12 C 6.091 -0.916 1.606
13 Cl 7.499 -1.465 2.441
14 C 5.085 -1.830 1.258
15 C 3.996 -1.394 0.492
16 C -0.278 1.826 -0.818
17 O 0.507 2.761 -0.831
18 C -1.595 2.039 -1.415
19 C -1.866 2.066 -2.755
20 S -3.594 2.010 -3.038
21 C -3.941 2.023 -1.314
22 C -5.167 2.064 -0.666
23 C -5.273 2.121 0.745
24 C -4.091 2.254 1.486
25 C -2.855 2.167 0.863
26 C -2.768 2.047 -0.536
27 C -0.118 -1.663 -1.146
28 C -1.194 -2.763 -1.373
29 H -2.174 -2.689 2.042
30 H -3.065 -1.719 0.877
31 H -1.473 -0.220 1.734
32 H -0.145 -1.427 1.641
33 H -1.707 -0.316 -0.724
34 H 1.500 -0.280 1.025
35 H 1.652 1.443 0.945
36 H 2.344 -0.396 -1.402
37 H 2.759 1.270 -1.253
38 H 4.767 1.911 0.166
39 H 6.676 1.157 1.487
40 H 5.127 -2.909 1.466
41 H 3.228 -2.081 0.131
42 H -1.128 2.026 -3.544
43 H -6.093 1.956 -1.251
44 H -6.229 2.151 1.244
45 H -4.135 2.463 2.546
46 H -1.936 2.343 1.432
47 H 0.776 -2.094 -0.693
48 H 0.190 -1.280 -2.131
49 H -1.994 -2.372 -1.982
50 H -0.768 -3.620 -1.917

The natural (NBO) scheme yields these atomic charges, measured in e: -0.532, 0.597, -0.514, -0.407, -0.026, -0.444, -0.210, -0.425, -0.006, -0.209, -0.220, -0.043, 0.014, -0.232, -0.207, 0.656, -0.618, -0.157, -0.337, 0.395, -0.206, -0.209, -0.211, -0.202, -0.239, 0.002, -0.402, -0.507, 0.239, 0.233, 0.224, 0.203, 0.216, 0.204, 0.232, 0.209, 0.233, 0.223, 0.225, 0.231, 0.209, 0.252, 0.220, 0.223, 0.218, 0.226, 0.201, 0.217, 0.224, 0.237